Molecular formula: C33H31AsBrCrF5N3O4PS
Method: DFT, ωB97M-V/def2-TZVPD

XYZ file:
```
81
Properties=species:S:1:pos:R:3:forces:R:3
Cr 0.214264 1.507962 0.444106 -0.322 -0.546 0.619
F -1.854738 1.187562 6.636499 0.000 -0.003 -0.013
C -1.922332 1.279701 5.321616 -0.005 0.016 0.212
C -0.955200 0.680620 4.535877 0.140 -0.152 0.091
F 0.066301 0.019346 5.090534 -0.023 0.029 -0.041
C -1.054306 0.791219 3.172117 0.129 -0.055 -0.070
F -0.105460 0.191154 2.396831 0.033 -0.183 0.013
C -2.037330 1.514226 2.533857 0.033 0.052 -0.204
S -2.062027 1.667234 0.776476 0.133 0.040 -0.140
C -2.991781 2.112985 3.341175 -0.196 0.144 -0.093
F -3.971174 2.815735 2.790010 0.033 -0.015 0.026
C -2.947696 1.990409 4.719844 -0.173 0.085 0.109
F -3.871207 2.564056 5.466937 0.026 -0.007 -0.022
C 0.445285 1.861928 -5.047556 -0.014 0.037 0.090
C 0.359397 2.579059 -3.725482 0.012 -0.100 -0.149
C 0.236087 3.962824 -3.627601 -0.008 0.117 -0.079
C 0.136667 4.582722 -2.392148 -0.015 0.149 -0.147
C 0.148500 3.785333 -1.275652 -0.009 -0.362 0.196
Br 0.043694 4.476610 0.463156 0.012 0.261 -0.015
N 0.252185 2.448355 -1.331116 -0.006 0.309 -0.391
C 0.373000 1.865071 -2.542607 0.075 0.164 0.205
H 0.434833 2.562662 -5.879919 0.006 0.001 0.035
H -0.402124 1.183393 -5.167215 0.013 0.013 0.005
H 1.359420 1.271122 -5.117106 -0.004 0.014 0.004
H 0.220185 4.567867 -4.527601 -0.001 -0.031 0.039
H 0.048114 5.655958 -2.294979 0.006 -0.032 -0.019
H 0.469660 0.789492 -2.546305 0.025 -0.044 0.063
O 0.164665 -0.268110 -0.211394 -0.104 0.347 -0.344
As -0.863069 -1.483891 -0.879499 0.230 -0.062 0.289
C -1.903130 -2.405211 0.421781 -0.004 -0.010 0.029
C -1.521098 -3.669314 0.872730 -0.129 0.129 0.075
C -2.335815 -4.343117 1.771869 0.012 -0.019 -0.010
C -3.519090 -3.763461 2.209031 -0.013 -0.004 0.003
C -3.906924 -2.513911 1.738002 -0.020 0.021 0.018
C -3.106612 -1.831848 0.835930 0.023 -0.057 0.003
C -2.011101 -0.978282 -2.308436 -0.044 0.001 -0.005
C -2.605958 -2.064630 -2.956394 -0.062 0.149 0.028
C -3.517007 -1.832957 -3.974675 -0.012 0.013 -0.024
C -3.840166 -0.528720 -4.331089 -0.007 0.008 -0.015
C -3.265372 0.546347 -3.664119 -0.034 0.004 -0.040
C -2.349912 0.327870 -2.644913 -0.042 -0.109 -0.027
C 0.533650 -2.648247 -1.494239 0.124 -0.043 0.142
C 1.486546 -3.011371 -0.529000 -0.085 -0.078 -0.079
C 2.546652 -3.838464 -0.878313 -0.005 -0.015 -0.017
C 2.668876 -4.292667 -2.192530 0.022 -0.010 0.009
C 1.731687 -3.924886 -3.142846 0.013 -0.005 -0.034
C 0.658159 -3.105203 -2.796371 0.028 0.109 -0.012
H -0.620239 -4.143920 0.519094 0.108 -0.056 -0.040
H -2.052634 -5.329381 2.117738 -0.012 0.047 -0.011
H -4.154549 -4.297597 2.904939 0.031 0.027 -0.032
H -4.844229 -2.077656 2.061396 0.044 -0.027 -0.021
H -3.426776 -0.875695 0.445102 0.000 0.050 -0.001
H -2.391346 -3.082051 -2.652060 0.018 -0.057 -0.009
H -3.985873 -2.668387 -4.478731 0.022 0.032 0.014
H -4.558609 -0.349938 -5.122157 0.038 -0.012 0.049
H -3.544855 1.559500 -3.926688 0.004 -0.045 0.010
H -1.933393 1.170396 -2.116502 -0.042 0.011 0.089
H 1.353629 -2.697383 0.502190 0.022 -0.005 0.027
H 3.254259 -4.170445 -0.125899 -0.034 -0.012 0.002
H 3.483332 -4.952831 -2.462612 -0.016 0.020 0.004
H 1.826005 -4.282669 -4.160065 -0.016 0.005 0.022
H -0.060030 -2.818202 -3.553512 -0.040 -0.034 -0.004
N 3.729550 3.411712 4.581008 -0.167 -0.253 -0.077
C 3.190381 2.041376 4.222189 0.042 0.144 0.101
P 2.958606 2.076875 2.388406 0.294 0.378 -0.140
O 3.936332 3.103883 1.944081 -0.171 -0.152 0.034
O 1.490491 2.172166 2.067783 -0.179 -0.291 -0.299
C 3.567065 0.425712 1.780128 0.043 0.002 0.003
N 3.851782 -0.843224 -0.450997 0.251 0.278 0.004
H 4.236740 3.756890 3.743288 0.057 -0.031 -0.142
H 4.345770 3.400238 5.392565 0.045 -0.043 0.074
H 2.980409 4.076705 4.769266 -0.080 0.041 0.044
H 2.275371 1.833516 4.772231 0.037 0.069 0.061
H 3.951118 1.313607 4.498629 -0.005 -0.023 0.035
H 3.147595 -0.424517 2.333742 -0.025 0.020 -0.077
H 4.655432 0.413631 1.901170 -0.011 -0.110 -0.007
H 4.703918 -1.218088 -0.029364 0.019 -0.086 0.025
H 4.064071 -0.513911 -1.398171 0.039 0.047 -0.026
H 3.153591 -1.607692 -0.559334 -0.136 -0.201 0.052
O 2.510859 1.002069 -0.301922 -0.056 0.028 -0.419
C 3.228995 0.310759 0.333759 0.085 -0.033 0.341
```
Forces are in eV/Å.

Results
- Multiplicity: 4
- <S²>: 3.845
- Kohn-Sham gap (spin up / spin down): 6.432 / 6.885 eV
- Electronic energy: -240376.255 eV
- Energy relative to the best compared isomer or geometry (same formula, charge and spin): 1.304 eV
- LUMO level (spin up / spin down): -8.917 / -8.563 eV
- Charge: +3